{
  "formula": "C26H28BrN4O5S3SeZr",
  "method": "the ωB97M-V functional and the def2-TZVPD basis",
  "homo_energy_ha": -0.603,
  "energy_ha": -7819.174091,
  "orbital_gap_ha": 0.251,
  "charge": 3,
  "fmax_ha_per_bohr": 0.046,
  "de_lowest_kcal_mol": 0.0,
  "multiplicity": 1,
  "symbols": ["Zr", "O", "C", "O", "C", "C", "C", "C", "C", "N", "C", "O", "O", "H", "H", "H", "H", "O", "C", "C", "C", "N", "C", "Br", "C", "H", "H", "H", "H", "C", "C", "S", "C", "C", "S", "C", "C", "S", "H", "H", "H", "H", "H", "H", "H", "H", "H", "H", "H", "H", "C", "N", "C", "Se", "N", "C", "C", "C", "C", "C", "C", "H", "H", "H", "H", "H", "H", "H", "H"],
  "xyz": [[-0.8843, 0.5749, 0.4757], [-3.8757, -2.2808, -0.8691], [-2.8507, -1.5743, -0.5059], [-2.8162, -0.5740, 0.2197], [-1.5647, -2.1254, -0.9710], [-1.4051, -3.3715, -1.5350], [-0.1085, -3.7621, -1.8196], [0.9447, -2.9670, -1.3879], [0.6485, -1.7594, -0.8200], [-0.5940, -1.3409, -0.6350], [1.6669, -0.7171, -0.4092], [2.8417, -0.8870, -0.5362], [1.1643, 0.3962, 0.0784], [-4.7448, -1.9561, -0.5258], [-2.2869, -3.9541, -1.9495], [0.1319, -4.7208, -2.2643], [2.0078, -3.2618, -1.4207], [2.4088, -3.5596, 4.6133], [1.7374, -2.7071, 3.8413], [2.1961, -1.4267, 3.4640], [1.3073, -0.7555, 2.5922], [0.0544, -1.0764, 2.2153], [-0.3596, -2.2137, 2.7662], [-2.1168, -2.8492, 2.4796], [0.4131, -3.0491, 3.5639], [3.0783, -3.1168, 5.1019], [3.2123, -1.0380, 3.6533], [1.6866, 0.0970, 2.0866], [0.0277, -4.0148, 3.9387], [-0.2035, 2.6599, 3.5067], [-1.0548, 1.4759, 4.0798], [-2.1252, 0.6139, 2.9031], [-3.7295, 1.4389, 2.7484], [-3.6735, 2.7880, 2.0337], [-2.5583, 2.7992, 0.5465], [-1.4973, 4.2253, 0.8340], [-0.0285, 4.0462, 0.9908], [0.5458, 2.5190, 1.8978], [0.6047, 2.8307, 4.2310], [-0.8939, 3.4599, 3.5551], [-1.5953, 1.7999, 4.9823], [-0.4647, 0.6325, 4.4294], [-4.1594, 1.6444, 3.7256], [-4.3289, 0.7203, 2.1586], [-3.4190, 3.6198, 2.7806], [-4.6602, 3.0526, 1.6094], [-1.9478, 4.6808, 1.7116], [-1.7127, 4.9143, 0.0098], [0.3180, 4.9399, 1.4294], [0.5067, 3.9815, 0.0063], [2.2032, 1.8598, -2.2674], [1.3920, 0.8946, -2.9117], [0.0571, 0.7719, -3.0285], [-1.2047, 1.6334, -1.9370], [-0.2184, -0.1297, -3.9487], [0.9787, -0.6242, -4.4900], [1.2572, -1.4676, -5.5580], [2.5712, -1.6312, -5.9283], [3.5989, -1.0594, -5.1488], [3.3225, -0.1820, -4.0958], [1.9923, -0.0119, -3.7866], [1.6439, 2.3564, -1.4874], [2.5045, 2.6567, -2.9863], [3.0812, 1.4143, -1.8353], [-1.1546, -0.2269, -4.3473], [0.4121, -1.9288, -6.0973], [2.9276, -2.2878, -6.7198], [4.6415, -1.1616, -5.3765], [4.1506, 0.2722, -3.6599]],
  "atomic_forces_ev_per_a": [[0.552, -0.080, 1.251], [-0.780, 0.824, 0.562], [0.065, -0.731, -0.127], [-0.687, 0.387, -0.218], [-1.966, -1.056, -0.081], [-1.199, -0.653, -1.865], [0.643, -0.623, 0.476], [0.966, -0.481, 0.043], [0.580, 1.279, 0.145], [1.577, 0.394, 0.224], [0.652, -0.200, -0.168], [0.498, -0.465, -0.195], [-1.693, 0.095, -0.167], [0.619, -0.135, -0.196], [1.184, 0.726, 1.015], [-0.279, 0.044, -0.129], [-0.701, 0.123, -0.307], [-1.151, -0.397, -0.952], [0.092, 0.736, 1.377], [-1.309, -0.258, -1.479], [1.726, 0.041, 0.876], [0.578, -0.085, 0.100], [-0.249, -1.491, 0.661], [-0.112, 0.060, -0.190], [-0.412, -0.404, -0.669], [1.355, 0.490, 0.644], [-0.780, -0.269, -0.116], [0.387, 0.733, 0.028], [0.191, 0.794, -0.254], [-0.387, -1.176, 1.745], [0.567, 0.047, -0.386], [-0.589, -0.087, 0.279], [0.213, 0.580, -0.781], [-0.090, 1.057, 0.346], [-0.411, -0.470, 0.305], [-1.120, 0.560, -0.126], [0.811, -1.559, -1.250], [-0.412, 0.538, -0.854], [-0.239, 0.190, -0.205], [-0.291, 1.326, -0.263], [-0.112, 0.043, -0.497], [0.444, 0.081, -0.028], [-0.136, -0.539, 0.128], [0.196, 0.253, 0.568], [0.009, -1.079, -1.289], [0.386, -0.189, 0.371], [0.155, 0.163, 0.127], [0.231, -0.038, 0.111], [0.871, 0.855, 0.927], [-0.537, -0.177, 0.817], [0.176, 2.186, 0.248], [-0.565, -1.253, -0.744], [1.214, 0.819, 1.255], [-0.444, 0.467, -0.275], [-0.533, -0.695, -1.052], [0.009, -0.338, -0.296], [-1.371, -0.341, -0.742], [1.190, -0.580, 0.728], [-0.742, 1.164, 0.489], [-0.364, -1.703, -1.622], [-0.155, 0.810, 0.008], [-0.111, -0.010, 0.213], [-0.115, -0.674, 0.308], [0.248, -0.323, 0.145], [0.491, -0.177, 0.247], [0.689, 0.195, 0.133], [-0.660, 0.158, -0.080], [0.213, -0.400, -0.401], [0.924, 0.919, 1.102]]
}